ORCA calculation (ωB97M-V with the def2-TZVPD basis set) on one molecule with the formula C8H16BN at a distorted geometry.

E_HOMO (spin up / spin down): -3.96 / -9.07 eV
frontier orbital gap (spin up / spin down): 4.725 / 5.981 eV
calculated total energy: -393.77091 Ha
LUMO energy (spin up / spin down): 0.7644 / -3.0853 eV
spin multiplicity: 3
⟨S²⟩: 2.005

Atoms and positions in Å:
H -1.213 -2.701 2.046
B -0.004 -0.455 -0.368
H -0.010 2.802 -1.289
H -0.439 -3.123 0.685
C -0.995 -2.312 1.086
C 0.221 -0.674 -2.924
H -1.388 2.150 -0.200
H 0.224 3.584 1.078
H 2.062 -0.481 1.309
H -1.981 -2.037 0.802
C -0.104 -1.056 1.085
H -0.616 1.354 -2.799
C 1.340 -1.298 1.580
H 1.515 2.480 0.609
H -0.614 -0.479 1.771
C 0.183 0.744 -2.384
H 0.006 -2.689 -2.021
C 0.433 2.612 0.842
H 1.775 -2.217 1.216
N -0.010 0.790 -0.955
H 1.370 -1.289 2.666
H 1.275 1.346 -2.579
C -0.029 -1.545 -1.958
H 0.100 2.033 1.652
C -0.249 2.147 -0.419
H 0.262 -0.809 -4.027